# C27H40O4

C27H40O4 in the gas phase (ωB97M-V/def2-TZVPD, OMol25).

Computed properties:
Relative energy (zero: lowest compared OMol25 entry of this formula, charge and spin): 1.0 kcal per mole
E_HOMO: -9.4 eV
2S+1: 1
Structure (SMILES): CCCCCC(=O)O[C@]1(C(C)=O)CC[C@@H]2[C@@H]3CCC4=CC(=O)CC[C@]4(C)[C@H]3CC[C@@]21C

```
71
Properties=species:S:1:pos:R:3:forces:R:3
O 5.87622 -3.01173 -1.14341 0.0 0.0 0.0
O -4.23130 0.78511 -0.90555 0.0 -0.1 -0.1
O -2.62074 0.60220 0.63693 0.4 0.1 0.2
O -3.11141 3.18652 0.30958 0.0 0.1 0.0
C 2.07879 1.56245 -0.24306 -0.2 -0.1 -0.4
C 0.12392 0.72991 -1.74366 0.0 0.1 0.0
C -0.42171 2.75954 1.42624 0.1 -0.2 0.0
C 4.60249 0.24923 -0.42293 0.2 -0.1 0.0
C 5.23282 -0.74878 -1.05222 0.2 0.4 -0.2
C 2.33702 0.25027 0.51316 0.0 0.2 0.3
C 5.19179 -2.14906 -0.63659 -0.4 -0.3 0.3
C -5.41637 -1.49297 0.57907 0.3 0.0 0.0
C -0.38159 1.54476 0.50351 -0.3 0.1 0.0
C 4.14903 -1.31594 1.46091 -0.2 0.0 -0.2
C 2.99130 1.72175 -1.46034 0.0 0.2 0.3
C 4.46510 1.59389 -1.05881 -0.1 -0.1 -0.3
C -4.41235 -2.56666 0.16617 -0.5 0.0 0.0
C -4.72226 -0.28105 1.20372 -0.1 -0.1 -0.2
C 4.15851 -2.43673 0.43044 0.1 -0.1 0.2
C -1.73812 1.32278 -0.23619 0.0 -0.1 -0.1
C -5.09877 -3.79936 -0.41690 0.4 0.0 0.0
C -0.04946 0.27879 1.30783 0.1 0.1 0.1
C 0.60774 1.71109 -0.66287 0.1 -0.1 0.2
C 1.41443 0.21174 1.73214 -0.1 -0.2 -0.3
C -2.44197 2.65989 -0.54241 0.1 0.0 -0.1
C -4.09192 -4.86501 -0.83250 -0.2 0.1 0.0
C -3.86417 0.42727 0.18504 -0.3 -0.2 0.2
C -1.36785 0.48630 -1.47241 -0.1 0.0 0.0
C 3.84243 0.07246 0.86877 0.0 -0.3 0.1
C -2.27425 3.26002 -1.90900 -0.1 0.3 0.1
C 4.31366 1.10362 1.90810 -0.1 -0.1 -0.2
H 1.55856 -0.71264 2.29227 0.0 0.0 0.1
H 2.81606 2.69386 -1.92600 -0.1 0.0 -0.1
H 5.10067 1.67097 -1.94158 0.1 0.0 0.0
H 4.73258 2.39550 -0.37074 0.0 0.1 0.0
H 3.18617 -2.52320 -0.06167 0.0 0.0 0.0
H -6.12373 -1.91079 1.29811 -0.1 0.0 0.0
H 0.67224 -0.20898 -1.68848 0.1 0.0 -0.1
H -4.09881 -0.57452 2.04829 -0.1 0.0 0.0
H 2.28676 2.39243 0.44036 0.1 0.0 0.1
H 2.76608 0.94917 -2.19745 0.0 0.0 -0.1
H 0.46952 2.80272 2.04571 0.1 0.1 0.1
H -3.73040 -2.15004 -0.57911 0.1 0.0 0.0
H -0.68783 0.24808 2.19134 -0.1 -0.1 0.0
H -3.50031 -5.18608 0.02238 0.1 -0.1 0.1
H -1.29659 3.06973 -2.33674 0.1 0.0 -0.1
H -0.48582 3.68442 0.85667 0.0 0.1 0.0
H -5.78243 -4.21599 0.32632 -0.1 0.0 0.0
H -5.47068 0.43599 1.54736 0.1 0.1 0.0
H -1.55294 -0.56277 -1.23557 0.0 0.0 0.0
H -0.27772 -0.60272 0.70879 -0.1 -0.1 0.0
H -3.41514 -4.47534 -1.58998 0.1 0.0 -0.1
H 5.14209 -1.27156 1.91550 0.0 0.0 0.1
H 1.64890 1.04140 2.39841 0.1 0.0 0.1
H 3.96493 0.81623 2.89702 0.0 0.0 0.1
H -4.60095 -5.73387 -1.24267 0.0 -0.1 -0.1
H -1.99633 0.73360 -2.32403 0.0 -0.1 0.0
H 5.78668 -0.55410 -1.96128 0.0 0.0 -0.1
H -5.69269 -3.50269 -1.28390 -0.1 0.0 0.0
H -3.81723 -2.86148 1.03449 0.1 0.0 0.0
H 4.37866 -3.39631 0.90070 0.0 0.0 -0.1
H 3.44050 -1.55120 2.25534 0.1 0.0 0.1
H -3.03423 2.81677 -2.55164 0.0 -0.1 -0.1
H 2.07267 -0.58460 -0.14355 0.0 0.0 -0.1
H 5.40145 1.13094 1.92930 0.1 0.0 0.0
H 0.49789 2.73080 -1.04969 0.0 0.0 0.0
H 3.95206 2.10470 1.69760 0.0 0.1 0.0
H -5.97553 -1.16166 -0.29767 -0.1 0.0 0.0
H 0.28248 1.13958 -2.74095 0.1 0.0 0.0
H -2.46663 4.32878 -1.85136 0.0 0.0 0.0
H -1.29196 2.70257 2.07534 -0.1 0.0 0.1
```
Positions in Å, forces in eV/Å.

# C27H40O4

C27H40O4 as an isolated structure at a distorted geometry (ωB97M-V/def2-TZVPD, OMol25).

Computed properties:
Relative energy (zero: lowest compared OMol25 entry of this formula, charge and spin): 511.0 kcal per mole
E_HOMO: -8.9 eV
2S+1: 1

```
71
Properties=species:S:1:pos:R:3:forces:R:3
O -5.97741 1.06104 5.12309 1.8 1.0 -3.1
O 2.46008 -1.40178 0.96422 0.9 2.3 -6.4
O -0.67044 -2.14482 -3.41719 5.1 3.7 3.7
O 1.97882 -0.62235 -1.42160 1.3 -1.1 3.0
C -0.37766 0.99399 -2.31940 0.1 6.3 11.2
C -5.48172 0.51273 2.81830 0.1 3.2 0.6
C 4.17855 -0.22030 -0.44385 -3.6 -9.2 0.3
C -2.27417 0.79636 1.14850 -1.3 -2.8 -2.3
C 4.89665 -1.61604 -0.90366 -1.9 -1.8 1.1
C -1.01271 1.55798 0.87389 -2.4 -3.6 -5.3
C -0.39226 0.03569 -1.16331 -0.9 -2.0 -3.5
C 8.61745 -0.66479 -0.58253 0.9 -2.1 0.4
C -1.28846 -1.82394 -0.16322 1.1 -9.8 -6.4
C -2.76373 0.08844 -0.21546 -1.4 1.2 -0.3
C 0.33781 -1.46655 -2.86697 -1.9 -2.3 -10.1
C 7.08612 -0.76017 -0.14078 6.6 -11.9 -3.2
C 6.18332 -1.29604 -1.38216 6.9 -3.2 4.0
C -4.20832 -0.64295 -0.15898 7.5 -3.2 1.9
C -3.37129 1.45179 1.83362 -2.4 6.2 -1.8
C -5.33423 1.29922 4.07265 0.0 0.6 2.3
C -4.15821 2.49232 3.89479 0.5 -11.3 8.3
C -5.18598 0.04474 0.50114 0.2 10.2 -0.3
C 1.63448 -0.98435 -3.88492 -4.2 -13.4 -0.5
C -4.70784 0.87041 1.74762 -2.4 -6.0 0.4
C 2.77943 -0.88195 -0.17069 -1.4 0.4 3.4
C 0.07206 -2.28108 -0.66268 -0.8 -1.5 -6.0
C -3.07922 1.81458 3.24654 5.0 2.1 -1.0
C 0.62689 -1.02593 -1.59305 -1.6 -2.4 6.3
C -1.65427 -0.79453 -0.92127 -2.0 9.9 1.0
C -0.09743 0.58453 0.07817 3.2 5.3 4.3
C -3.73733 2.86440 1.17140 2.0 2.1 -4.4
H 1.82083 -0.07870 -3.80867 2.7 8.1 1.2
H -1.17607 2.40449 0.28534 -1.0 1.4 -1.3
H 2.28141 -1.93152 -3.46235 -0.4 3.1 -1.2
H -2.05683 -0.90497 -1.80479 -2.0 -1.8 -4.6
H -4.58334 -1.00007 -1.05786 0.1 -1.0 -2.0
H -5.47000 1.00578 -0.25394 0.1 -2.2 1.5
H -6.51603 0.21316 2.73301 0.1 -0.9 -0.4
H -2.74409 0.82985 3.52106 -0.2 -0.3 2.1
H 8.61375 -0.02072 -1.49430 0.8 -0.7 0.5
H -3.87532 2.79752 -0.08597 0.4 -0.1 3.4
H -3.09471 0.93175 -0.82078 0.8 0.4 -0.7
H 7.21714 -1.52594 0.73490 -1.3 1.3 -1.4
H -2.21786 -0.03220 1.82651 1.6 -1.0 0.5
H -0.62367 1.96345 1.65570 3.0 1.7 5.2
H -3.90255 -1.47500 0.55376 -0.8 -0.2 -1.0
H 4.51389 0.13910 0.40782 1.9 2.1 3.6
H 0.90295 1.03419 0.16919 0.2 1.2 -1.4
H -1.45680 -1.95033 0.75119 -0.9 0.0 7.9
H 0.25570 0.04480 0.85862 0.0 -3.9 2.1
H -2.00711 -2.67049 -0.61502 1.2 1.0 1.3
H 6.33757 -0.58403 -2.06581 -0.1 2.6 -3.1
H -2.86093 3.72374 1.25168 -2.1 -2.3 0.2
H 4.07457 0.22920 -1.29464 -0.1 3.7 -4.5
H -6.00042 -0.51562 0.57410 -3.8 -1.9 1.2
H -0.67529 0.71247 -3.13971 -3.6 -3.1 -8.4
H 0.09232 -3.30164 -1.52137 -0.4 3.0 3.1
H 0.78889 -2.44329 -0.01023 3.0 -1.1 3.5
H -1.13618 1.85670 -1.75983 2.3 -1.5 -2.6
H 5.08897 -2.48094 -0.08815 -1.2 2.3 -1.5
H 1.37532 -1.29816 -4.95205 0.1 0.6 1.5
H 4.38848 -2.08912 -1.79149 -0.5 0.5 1.2
H 6.85226 -2.22232 -1.63261 -1.7 1.3 -0.3
H 6.71093 0.00693 0.12150 -4.4 10.4 3.9
H -4.51747 3.34192 3.96234 -2.9 8.4 -1.0
H -4.68721 3.32004 1.45864 0.2 -0.2 0.4
H -3.77675 2.48519 5.29545 -1.0 0.0 -3.9
H 0.65352 1.29043 -2.37223 0.3 1.0 -0.1
H 9.41811 -0.28830 0.23848 -2.2 -0.7 -1.9
H -2.09041 2.56160 3.41442 -2.2 -2.1 -1.0
H 9.00344 -1.91960 -0.84411 -1.1 4.1 0.5
```
Positions in Å, forces in eV/Å.

Question: What is the 2S+1 in the first record?
Answer: 1

Question: Which of these has the lowest relative energy (zero: lowest compared OMol25 entry of this formula, charge and spin)?
Answer: number 1

Question: Which of these has the lowest E_HOMO?
Answer: number 1